No. 1
The following is a DFT calculation (ωB97M-V/def2-TZVPD) of C4H8O2 in the gas phase at a distorted geometry.

Each line ends with the Mulliken charge.
CARTESIAN COORDINATES (ANGSTROEM)
C (0.953, -0.555, -0.402)  -1.603
C (-0.229, -0.256, 0.432)  0.689
C (-1.406, -0.854, -0.271)  -0.219
O (-2.404, -1.253, 0.274)  -0.513
C (-0.575, 1.237, 0.547)  -0.638
O (-1.074, 1.639, -0.715)  -0.511
H (1.090, 0.197, -1.057)  0.437
H (0.842, -1.538, -1.075)  0.296
H (1.801, -0.789, 0.218)  0.366
H (-0.182, -0.671, 1.452)  0.342
H (-1.136, -0.908, -1.269)  0.432
H (-1.323, 1.524, 1.385)  0.275
H (0.309, 1.951, 0.728)  0.349
H (-0.716, 2.393, -1.039)  0.299

Its multiplicity is 1. The lowest unoccupied orbital energy comes out at 0.7 eV. The calculation puts the energy above the lowest of the compared OMol25 structures with the same formula, charge and spin at 53.8 kcal/mol. As for the structure (SMILES): C[C@H](C=O)CO. The largest force on an atom comes out at 4.59 eV Å⁻¹.



No. 2
The following is a DFT calculation (ωB97M-V/def2-TZVPD) of a molecular structure, C7H9NO at a distorted geometry.

Each line ends with the Mulliken charge.
CARTESIAN COORDINATES (ANGSTROEM)
C (0.949, -0.189, 0.058)  0.854
C (0.949, 1.308, -0.178)  -0.470
C (-1.133, 0.622, -0.733)  -0.321
C (-1.533, -0.757, -0.566)  -0.681
C (-1.295, -0.795, 0.871)  -0.394
C (-0.041, 0.108, 1.109)  -0.301
C (-0.051, -0.437, -1.024)  -0.820
H (1.706, -1.890, -0.904)  0.414
H (1.179, 1.657, -1.192)  0.334
H (1.914, 1.702, 0.505)  0.287
H (-1.440, 1.341, -1.474)  0.506
H (-2.188, -1.357, -1.114)  0.522
H (-2.110, -0.175, 1.486)  0.274
H (-1.240, -1.760, 1.558)  0.352
H (0.229, 0.578, 2.109)  0.375
H (0.595, -0.325, -2.062)  0.352
N (-0.367, 1.336, 0.444)  -0.602
O (2.108, -1.036, 0.095)  -0.682

Its multiplicity is 1. The lowest unoccupied orbital energy comes out at 0.2 eV. The calculation puts the energy above the lowest of the compared OMol25 structures with the same formula, charge and spin at 182.3 kcal/mol. The largest force on an atom comes out at 7.91 eV Å⁻¹.



No. 3
The following is a DFT calculation (ωB97M-V/def2-TZVPD) of a molecular structure, BrCu.

Each line ends with the Mulliken charge.
CARTESIAN COORDINATES (ANGSTROEM)
Cu (0.765, -1.066, -0.512)  0.805
Br (-0.765, 1.066, 0.512)  0.195

Its multiplicity is 2. As for the total charge: +1. The lowest unoccupied orbital energy (spin up / spin down) comes out at -7.0 / -9.1 eV. The calculation puts the energy above the lowest of the compared OMol25 structures with the same formula, charge and spin at 7.1 kcal/mol. The largest force on an atom comes out at 0.91 eV Å⁻¹.



No. 4
The following is a DFT calculation (ωB97M-V/def2-TZVPD) of a molecular structure, C12H19B2F4MoN6O6Se3Te.

Each line ends with the Mulliken charge.
CARTESIAN COORDINATES (ANGSTROEM)
Mo (0.476, -0.449, -0.696)  -1.671
C (3.893, 2.218, -1.767)  -1.873
C (2.607, 1.485, -1.640)  0.104
N (2.328, 0.604, -0.725)  1.122
O (3.352, 0.299, 0.156)  -0.511
B (2.921, 0.781, 1.798)  0.916
F (2.737, 2.103, 1.615)  -0.271
F (4.020, 0.347, 2.443)  -0.240
O (1.774, -0.002, 2.123)  -0.858
N (0.672, 0.253, 1.337)  1.798
C (-0.294, 0.861, 1.931)  0.160
C (-0.260, 1.238, 3.367)  -1.845
C (-1.403, 1.185, 1.043)  0.524
N (-1.197, 0.817, -0.175)  1.387
O (-2.184, 1.040, -1.051)  -0.749
B (-1.744, 1.863, -2.236)  0.883
F (-1.210, 3.055, -1.755)  -0.358
F (-2.794, 1.980, -3.074)  -0.298
O (-0.636, 1.135, -2.982)  -0.735
N (0.455, 0.981, -2.225)  1.232
C (1.478, 1.723, -2.515)  0.601
C (1.448, 2.714, -3.622)  -1.602
C (-2.620, 1.901, 1.506)  -1.983
H (4.590, 1.946, -0.983)  0.329
H (3.699, 3.290, -1.713)  0.418
H (4.338, 2.012, -2.742)  0.460
H (0.227, 0.454, 3.941)  0.373
H (-1.266, 1.400, 3.744)  0.527
H (0.315, 2.158, 3.494)  0.373
H (1.072, 2.237, -4.527)  0.332
H (2.433, 3.133, -3.809)  0.499
H (0.750, 3.515, -3.371)  0.291
H (-3.239, 1.225, 2.101)  0.378
H (-3.197, 2.251, 0.657)  0.409
H (-2.345, 2.746, 2.136)  0.482
C (-2.163, -4.259, 1.963)  -2.107
C (-1.844, -2.880, 1.461)  0.674
N (-1.496, -1.894, 2.193)  0.131
O (-1.370, -2.110, 3.536)  -0.446
C (-1.947, -2.575, 0.015)  0.580
C (-3.020, -3.163, -0.841)  -1.747
N (-1.083, -1.777, -0.473)  0.746
O (-1.085, -1.325, -1.714)  -0.636
H (-3.007, -4.244, 2.658)  0.469
H (-1.301, -4.688, 2.482)  0.512
H (-2.414, -4.928, 1.145)  0.378
H (-1.570, -3.035, 3.754)  0.366
H (-3.901, -3.393, -0.245)  0.428
H (-2.672, -4.085, -1.312)  0.380
H (-3.283, -2.462, -1.632)  0.446
Se (1.491, -1.878, -2.682)  0.077
Se (3.758, -1.525, -2.525)  -0.222
Te (3.953, -1.741, -0.023)  0.319
Se (1.758, -2.537, 0.460)  0.048

Its multiplicity is 1. As for the total charge: +1. The lowest unoccupied orbital energy comes out at -5.1 eV. The calculation puts the energy above the lowest of the compared OMol25 structures with the same formula, charge and spin at 0.0 kcal/mol. The largest force on an atom comes out at 0.05 eV Å⁻¹.



What is the largest force on an atom in the first record? 4.59 eV Å⁻¹



Among the records above, which one has the highest largest force on an atom? C7H9NO



Repeat the fourth record exactly.
The following is a DFT calculation (ωB97M-V/def2-TZVPD) of a molecular structure, C12H19B2F4MoN6O6Se3Te.

Each line ends with the Mulliken charge.
CARTESIAN COORDINATES (ANGSTROEM)
Mo (0.476, -0.449, -0.696)  -1.671
C (3.893, 2.218, -1.767)  -1.873
C (2.607, 1.485, -1.640)  0.104
N (2.328, 0.604, -0.725)  1.122
O (3.352, 0.299, 0.156)  -0.511
B (2.921, 0.781, 1.798)  0.916
F (2.737, 2.103, 1.615)  -0.271
F (4.020, 0.347, 2.443)  -0.240
O (1.774, -0.002, 2.123)  -0.858
N (0.672, 0.253, 1.337)  1.798
C (-0.294, 0.861, 1.931)  0.160
C (-0.260, 1.238, 3.367)  -1.845
C (-1.403, 1.185, 1.043)  0.524
N (-1.197, 0.817, -0.175)  1.387
O (-2.184, 1.040, -1.051)  -0.749
B (-1.744, 1.863, -2.236)  0.883
F (-1.210, 3.055, -1.755)  -0.358
F (-2.794, 1.980, -3.074)  -0.298
O (-0.636, 1.135, -2.982)  -0.735
N (0.455, 0.981, -2.225)  1.232
C (1.478, 1.723, -2.515)  0.601
C (1.448, 2.714, -3.622)  -1.602
C (-2.620, 1.901, 1.506)  -1.983
H (4.590, 1.946, -0.983)  0.329
H (3.699, 3.290, -1.713)  0.418
H (4.338, 2.012, -2.742)  0.460
H (0.227, 0.454, 3.941)  0.373
H (-1.266, 1.400, 3.744)  0.527
H (0.315, 2.158, 3.494)  0.373
H (1.072, 2.237, -4.527)  0.332
H (2.433, 3.133, -3.809)  0.499
H (0.750, 3.515, -3.371)  0.291
H (-3.239, 1.225, 2.101)  0.378
H (-3.197, 2.251, 0.657)  0.409
H (-2.345, 2.746, 2.136)  0.482
C (-2.163, -4.259, 1.963)  -2.107
C (-1.844, -2.880, 1.461)  0.674
N (-1.496, -1.894, 2.193)  0.131
O (-1.370, -2.110, 3.536)  -0.446
C (-1.947, -2.575, 0.015)  0.580
C (-3.020, -3.163, -0.841)  -1.747
N (-1.083, -1.777, -0.473)  0.746
O (-1.085, -1.325, -1.714)  -0.636
H (-3.007, -4.244, 2.658)  0.469
H (-1.301, -4.688, 2.482)  0.512
H (-2.414, -4.928, 1.145)  0.378
H (-1.570, -3.035, 3.754)  0.366
H (-3.901, -3.393, -0.245)  0.428
H (-2.672, -4.085, -1.312)  0.380
H (-3.283, -2.462, -1.632)  0.446
Se (1.491, -1.878, -2.682)  0.077
Se (3.758, -1.525, -2.525)  -0.222
Te (3.953, -1.741, -0.023)  0.319
Se (1.758, -2.537, 0.460)  0.048

Its multiplicity is 1. As for the total charge: +1. The lowest unoccupied orbital energy comes out at -5.1 eV. The calculation puts the energy above the lowest of the compared OMol25 structures with the same formula, charge and spin at 0.0 kcal/mol. The largest force on an atom comes out at 0.05 eV Å⁻¹.